# 1
Molecular formula: C17H35Cl20NO5PS2
Method: DFT, ωB97M-V/def2-TZVPD

Element x y z (Å)
C -1.74386 -2.44969 2.16233
C -0.90541 -2.55310 0.84105
P -1.91177 -2.66090 -0.70810
C -3.15136 -4.03731 -0.65768
C -2.34384 -5.35225 -0.88825
S -2.79631 -0.77877 -1.26205
O -4.20563 -1.07465 -1.45142
O -2.67676 0.25500 -0.23963
N -2.21755 -0.38988 -2.73743
S -0.81298 0.45097 -2.70716
O -1.01509 1.87945 -2.78045
O -0.05816 0.06564 -3.88501
C 0.22312 0.14592 -1.27293
C 1.05964 -1.17311 -1.54785
C 2.44790 -1.24343 -0.69932
O 2.25593 -0.99041 -2.24811
H -2.04770 -1.41111 2.29089
H -1.06276 -2.77850 2.97997
H -2.58494 -3.14178 2.07469
H -0.14381 -1.77118 0.84294
H -0.35513 -3.50561 0.91064
H -3.59090 -4.13083 0.34237
H -3.89883 -3.91310 -1.43922
H -3.03157 -6.19547 -0.95635
H -1.62241 -5.54134 -0.08761
H -1.76959 -5.27279 -1.81907
H -0.29345 0.00530 -0.32658
H 1.03220 0.87147 -1.19784
H 0.50433 -2.11747 -1.68195
H 3.43140 -1.63216 -0.99976
H 2.09896 -2.29396 -0.38051
C -4.82472 1.88841 1.11185
Cl -5.73563 3.33844 0.65473
Cl -4.59917 1.80621 2.87078
H -5.37077 1.01185 0.78660
H -3.85414 1.91448 0.63327
C 0.71899 2.98306 -7.21127
Cl 2.47272 3.08198 -7.46604
Cl -0.07278 4.51176 -7.62622
H 0.31869 2.19875 -7.84033
H 0.52505 2.75606 -6.17238
C 5.01013 1.26034 -3.48233
Cl 5.94744 0.05297 -2.58822
Cl 5.42860 2.89116 -2.91384
H 5.24703 1.17757 -4.53603
H 3.94960 1.08623 -3.32708
C -5.10616 5.37674 4.21006
Cl -6.01775 6.81514 3.73390
Cl -4.87639 5.30785 5.96567
H -5.65044 4.49507 3.89275
H -4.13501 5.40265 3.73100
C -3.26082 -9.31456 -0.57415
Cl -1.89983 -8.66924 -1.49916
Cl -3.45143 -8.48180 0.97387
H -4.16805 -9.18842 -1.15340
H -3.08621 -10.36680 -0.38447
C 9.17851 0.34508 -0.25372
Cl 8.58043 -1.30486 -0.05352
Cl 9.58597 1.08094 1.30186
H 10.06693 0.32210 -0.87330
H 8.40715 0.93920 -0.73179
C -1.49116 -0.92429 6.07087
Cl -0.27701 -1.37314 4.86981
Cl -3.11547 -1.16903 5.42439
H -1.36708 -1.53690 6.95621
H -1.36056 0.11850 6.32359
C 4.50621 5.91744 -4.58797
Cl 5.60009 5.96948 -5.97928
Cl 4.62944 7.39128 -3.61592
H 3.48610 5.81276 -4.94012
H 4.78914 5.06921 -3.96527
C 4.07854 1.95569 0.72832
Cl 5.02106 0.46550 0.60029
Cl 2.48171 1.66587 1.43007
H 4.61433 2.65290 1.36131
H 3.95445 2.37627 -0.26356
C -2.71204 2.86405 7.62425
Cl -3.62722 2.39381 6.18966
Cl -2.15115 1.45993 8.54607
H -1.85058 3.44389 7.31443
H -3.35043 3.46346 8.26319

Calculated values
Kohn-Sham gap = 7.31 eV
DFT total energy = -11441.06028 hartree
net charge = -1
HOMO = -0.2016 hartree
LUMO = 1.823 eV
molar mass = 1137.637 g/mol

---

# 2
Molecular formula: C17H35ClN3O4
Method: DFT, ωB97M-V/def2-TZVPD

Element x y z (Å)
C 3.86567 -0.60675 1.32280
C 3.74478 0.63667 2.36401
C 3.30491 0.09110 3.82417
C 2.68590 1.76066 1.84420
C 3.04108 2.32340 0.37373
C 1.19645 1.19216 1.97723
O 0.17579 2.12478 1.41215
N -0.89871 1.31823 1.22139
C -2.01126 1.33160 1.94485
N -2.06743 2.27040 3.05688
N -3.17952 0.47446 1.73765
C -3.57624 0.37325 0.30031
C -3.06727 -1.06273 -0.25855
O -3.73546 -2.06866 0.06766
Cl -1.60812 -1.25750 -1.35203
H 4.84210 -0.60584 0.73625
H 3.81636 -1.55772 1.96222
H 2.99468 -0.63571 0.58322
H 4.75577 1.15333 2.47525
H 2.83518 0.92705 4.44852
H 4.12970 -0.47411 4.36859
H 2.45656 -0.67336 3.62621
H 2.80141 2.65673 2.55990
H 3.80705 1.67053 -0.18574
H 3.50223 3.36967 0.43330
H 2.11893 2.38449 -0.29566
H 0.86207 1.02717 3.07158
H 1.10920 0.20663 1.37439
H -0.82465 0.63678 0.44279
H -1.80663 3.22419 2.76785
H -2.98694 2.22879 3.51432
H -3.07991 -0.44581 2.19309
H -3.16711 1.19786 -0.37280
H -4.72602 0.32754 0.23922
C -1.41227 -5.38523 -2.25652
C -0.94248 -6.82067 -2.33855
C 0.24274 -6.81887 -1.39321
O -0.03298 -5.83658 -0.38468
C -1.16062 -5.05470 -0.79864
H -2.45391 -5.24594 -2.55110
H -0.78759 -4.75291 -2.89674
H -1.72252 -7.48836 -1.95859
H -0.68152 -7.14108 -3.34848
H 1.16214 -6.52146 -1.90862
H 0.40611 -7.79134 -0.92350
H -2.01391 -5.34076 -0.17410
H -0.95162 -3.99439 -0.63839
C -0.73816 4.72688 -3.29361
C 0.09129 4.36973 -2.07948
C -0.92935 3.68734 -1.19069
O -1.88404 3.06062 -2.05796
C -1.67576 3.53980 -3.39585
H -0.14849 4.88220 -4.19816
H -1.31032 5.63931 -3.09670
H 0.87547 3.65939 -2.36202
H 0.56536 5.22887 -1.60208
H -1.46650 4.41442 -0.57091
H -0.48034 2.93691 -0.53695
H -1.22593 2.72757 -3.97643
H -2.63539 3.79994 -3.84697

Calculated values
energy above the lowest of the compared OMol25 structures with the same formula, charge and spin = 0.0 kJ/mol
Kohn-Sham gap = 7.35 eV
DFT total energy = -1593.75816 hartree
net charge = +1
HOMO = -0.4097 hartree
LUMO = -3.802 eV
molar mass = 380.937 g/mol

---

# 3
Molecular formula: C17H35F3OS
Method: DFT, ωB97M-V/def2-TZVPD

Element x y z (Å)
C 6.20007 -1.60820 0.11606
C 5.60000 -0.31044 -0.47416
C 4.43691 0.22978 0.37211
C 3.83493 1.44673 -0.36380
C 3.08910 2.44032 0.54346
C 2.11419 1.77049 1.55571
C 0.75218 2.48839 1.56430
C -0.20300 1.99912 0.42995
C -0.43770 3.11586 -0.59178
C -1.68666 2.90650 -1.48359
C -1.68715 1.54072 -2.21563
C -2.93696 0.66296 -2.00814
C -3.41544 0.52138 -0.55521
C -2.65222 -0.54138 0.25762
C -3.35859 -1.89947 0.08621
S -2.38818 -3.18118 0.96628
C -2.13515 -2.68038 2.71691
F -1.61235 -3.68665 3.36864
F -1.32296 -1.68238 2.80123
F -3.29640 -2.41705 3.26969
H 6.13287 -1.59193 1.20471
H 5.64702 -2.45790 -0.28412
H 7.25020 -1.66748 -0.17190
H 6.36459 0.46045 -0.58864
H 5.18756 -0.51015 -1.46849
H 3.66828 -0.53618 0.49644
H 4.80276 0.54484 1.35452
H 3.15374 1.09308 -1.14682
H 4.63604 1.98096 -0.88384
H 3.79321 3.07498 1.08507
H 2.49014 3.08024 -0.11063
H 2.56840 1.89254 2.54481
H 2.02313 0.69325 1.40347
H 0.29601 2.30551 2.54238
H 0.93193 3.56317 1.49249
H 0.27657 1.13823 -0.04248
H -1.12446 1.67929 0.91944
H -0.61637 4.05611 -0.05906
H 0.45006 3.27633 -1.20729
H -2.59455 3.11644 -0.91758
H -1.61420 3.68963 -2.24425
H -1.65267 1.76814 -3.28540
H -0.77139 0.97932 -2.02596
H -3.78382 0.96033 -2.62780
H -2.66828 -0.34875 -2.33768
H -3.42480 1.44994 0.01546
H -4.45938 0.18958 -0.59745
H -1.57993 -0.59035 0.05483
H -2.77439 -0.27860 1.31412
H -4.34713 -1.88492 0.53434
H -3.46385 -2.21138 -0.95821
H -3.21034 -4.29767 1.06356
C -4.12419 -5.11729 -1.10116
O -4.75948 -3.95166 -1.20268
H -3.08309 -5.15497 -1.52514
H -3.93239 -5.49156 -0.02755
H -4.58240 -6.01672 -1.56736

Calculated values
Kohn-Sham gap = 6.63 eV
DFT total energy = -1441.57850 hartree
HOMO = -0.2405 hartree
LUMO = 0.090 eV
molar mass = 344.527 g/mol

---

# 4
Molecular formula: C17H35N3O3
Method: DFT, ωB97M-V/def2-TZVPD

Element x y z (Å)
N 0.15551 -3.77675 2.25983
C -0.70233 -4.26948 1.67079
O -1.64732 -4.79827 0.97822
C -2.25333 -3.85174 0.00838
C -3.20336 -2.92940 0.73359
C -4.35807 -3.89471 1.02497
C -4.18961 -4.95597 -0.05001
O -4.83979 -5.91745 -0.28931
O -3.04986 -4.63997 -0.80020
H -1.42630 -3.41567 -0.54711
H -2.77025 -2.38392 1.56583
H -3.54515 -2.22420 -0.02581
H -5.33062 -3.42203 0.91749
H -4.32266 -4.38654 1.99462
C 0.86224 0.66475 -2.40019
C 1.62699 -0.30636 -1.51485
N 1.12452 -1.66646 -1.59476
C 1.62704 -2.53105 -0.53744
C 3.12187 -2.86130 -0.50513
C 1.08160 -2.24406 -2.93058
C 2.38897 -2.29468 -3.72997
H -0.20881 0.60868 -2.19651
H 1.19521 1.68529 -2.20268
H 1.01953 0.47088 -3.46178
H 1.52048 0.00549 -0.47180
H 2.70122 -0.22617 -1.74571
H 1.06105 -3.46681 -0.58404
H 1.35641 -2.06708 0.41418
H 3.40925 -3.55725 -1.29241
H 3.36448 -3.32676 0.45140
H 3.73501 -1.96393 -0.60186
H 0.34521 -1.68664 -3.51443
H 0.67666 -3.25480 -2.82870
H 2.91649 -1.34010 -3.69278
H 2.17070 -2.50720 -4.77804
H 3.06767 -3.06598 -3.37034
C -0.01083 6.25958 2.72812
C -0.26512 4.76146 2.67345
N -0.68675 4.30430 1.35976
C -1.22456 2.95477 1.36226
C -0.28087 1.80669 1.73762
C 0.20818 4.63523 0.26113
C 1.65669 4.13878 0.34472
H -0.87660 6.80909 2.35604
H 0.17735 6.56515 3.75795
H 0.85919 6.55031 2.13826
H -1.07441 4.51187 3.36554
H 0.62861 4.23689 3.04750
H -1.64518 2.76497 0.37051
H -2.07015 2.95005 2.05728
H 0.43467 1.59400 0.94429
H -0.85588 0.89420 1.90949
H 0.27476 2.01930 2.65158
H 0.22144 5.72231 0.15724
H -0.25440 4.25762 -0.65467
H 2.09029 4.32196 1.32924
H 2.27240 4.66623 -0.38634
H 1.74054 3.07285 0.13614

Calculated values
energy above the lowest of the compared OMol25 structures with the same formula, charge and spin = 302.3 kJ/mol
Kohn-Sham gap = 8.66 eV
DFT total energy = -1058.67842 hartree
HOMO = -0.3018 hartree
LUMO = 0.446 eV
molar mass = 329.485 g/mol

---

Which value of DFT total energy does entry 4 give? -1058.67842 hartree